(1)
C16H56O12 | ωB97M-V/def2-TZVPD

ORCA input file:
```
! RIJCOSX wB97M-V def2-TZVPD def2/J DEFGRID3
* xyz 0 1
C 2.30 4.78 -2.83
C 2.16 3.54 -2.15
O 1.88 3.76 -0.81
H 2.89 5.52 -2.28
H 1.27 5.13 -2.93
H 2.77 4.87 -3.90
H 3.09 3.02 -2.18
H 1.31 2.98 -2.48
H 1.75 2.94 -0.35
C -0.31 -0.94 3.49
C -0.98 -1.86 4.50
O -0.45 -3.09 4.44
H -0.60 -1.40 2.54
H 0.81 -0.78 3.60
H -0.84 0.00 3.53
H -2.03 -1.97 4.26
H -0.87 -1.58 5.57
H -1.02 -3.49 3.76
C -1.51 2.43 -2.58
C -2.57 1.34 -2.90
O -3.37 1.12 -1.76
H -1.80 3.43 -2.42
H -0.81 2.57 -3.43
H -0.91 2.23 -1.68
H -2.07 0.46 -3.29
H -3.13 1.70 -3.78
H -3.62 0.21 -1.78
C -1.09 -3.36 1.02
C -2.05 -4.40 1.58
O -2.36 -4.23 2.92
H -1.54 -2.40 0.92
H -0.76 -3.45 -0.05
H -0.15 -3.21 1.61
H -1.59 -5.42 1.40
H -2.96 -4.55 1.02
H -3.20 -3.75 2.83
C 1.21 0.18 -3.61
O 2.34 0.59 -2.82
H 1.07 0.81 -4.55
H 0.30 0.26 -3.09
H 1.36 -0.88 -3.84
H 3.07 0.07 -3.08
C -2.59 -2.13 -1.74
O -3.86 -1.46 -1.86
H -2.64 -2.90 -0.99
H -1.73 -1.51 -1.42
H -2.33 -2.44 -2.72
H -4.23 -1.97 -2.52
C 2.74 -2.60 -1.70
O 1.91 -3.35 -0.92
H 3.60 -2.61 -1.08
H 2.32 -1.57 -1.66
H 2.87 -2.87 -2.69
H 1.08 -3.49 -1.51
C -1.18 3.48 0.71
O -0.44 2.59 1.62
H -1.74 2.96 -0.05
H -0.49 4.14 0.28
H -1.90 4.01 1.32
H 0.22 2.17 1.10
C 2.83 -1.28 1.84
O 4.13 -1.73 1.84
H 2.59 -0.51 2.52
H 2.18 -2.10 2.01
H 2.69 -0.96 0.74
H 4.33 -1.83 2.77
C 0.32 0.17 -0.03
O 1.33 1.10 -0.31
H -0.47 0.17 -0.86
H -0.23 0.27 0.94
H 0.58 -0.88 -0.02
H 1.67 0.92 -1.22
C 3.61 2.23 1.84
O 2.73 3.39 2.04
H 4.54 2.42 1.30
H 3.11 1.47 1.29
H 3.80 1.85 2.88
H 2.09 3.02 2.64
C -3.35 -0.03 1.24
O -3.35 -0.18 2.63
H -4.15 -0.61 0.82
H -2.43 -0.42 0.75
H -3.45 1.01 0.94
H -3.74 -1.12 2.78
*
```

## Properties
**SMILES**: CCO.CCO.CCO.CCO.CO.CO.CO.CO.CO.CO.CO.CO
**Lowest unoccupied orbital energy**: -0.0066 Eh



(2)
C16H58N14O13 | ωB97M-V/def2-TZVPD

ORCA input file:
```
! RIJCOSX wB97M-V def2-TZVPD def2/J DEFGRID3
* xyz 0 1
C -0.59 3.97 -1.22
C -1.15 2.98 -2.18
O -1.39 1.86 -1.38
H -0.16 4.91 -1.60
H 0.35 3.55 -0.91
H -1.18 4.25 -0.46
H -0.50 2.68 -2.95
H -2.12 3.29 -2.53
H -0.61 1.72 -0.86
C -3.33 -2.08 0.11
C -3.74 -3.45 0.63
O -3.09 -3.62 1.88
H -2.28 -1.85 0.42
H -3.84 -1.39 0.70
H -3.46 -1.85 -0.94
H -3.40 -4.08 -0.22
H -4.84 -3.37 0.59
H -2.82 -4.52 1.94
C 1.08 -4.30 1.23
C -0.12 -4.17 0.33
O -0.68 -5.50 0.11
H 2.02 -4.21 0.73
H 1.06 -5.09 1.91
H 0.99 -3.46 1.88
H 0.14 -3.77 -0.64
H -0.86 -3.49 0.75
H -1.25 -5.40 -0.65
C -3.54 -1.05 -3.60
O -2.73 -2.20 -3.64
N -3.22 0.07 -2.99
N -4.70 -0.98 -4.18
H -2.42 0.22 -2.40
H -3.84 0.95 -3.14
H -4.95 -1.80 -4.75
H -5.50 -0.49 -3.81
C 0.45 2.22 4.92
O 0.44 1.75 6.13
N 0.64 1.55 3.83
N 0.16 3.43 4.63
H 1.03 0.62 4.09
H 0.85 1.83 2.88
H 0.06 4.25 5.30
H 0.25 3.76 3.68
C 3.90 0.22 0.64
O 3.33 -1.12 0.52
N 4.56 0.79 -0.33
N 3.84 1.00 1.68
H 4.92 0.18 -1.14
H 4.74 1.75 -0.32
H 3.35 0.62 2.44
H 4.60 1.57 1.92
C -2.03 -0.67 3.20
O -0.79 -1.17 2.77
N -3.17 -1.32 3.19
N -2.22 0.60 3.41
H -3.14 -2.24 2.61
H -4.10 -0.85 3.19
H -1.34 1.21 3.55
H -3.11 1.03 3.70
C 1.77 3.78 1.83
O 2.86 4.41 2.29
N 1.79 2.62 1.35
N 0.57 4.24 1.95
H 2.73 2.10 1.39
H 1.07 2.04 0.89
H 0.45 5.18 2.36
H -0.31 3.72 1.67
C 3.73 -3.44 -1.73
O 4.30 -3.75 -0.51
N 4.19 -3.80 -2.92
N 2.59 -2.88 -1.68
H 5.17 -4.14 -3.01
H 3.88 -3.39 -3.74
H 2.37 -2.51 -0.75
H 2.37 -2.14 -2.43
C 0.59 -1.34 -3.74
O -0.07 -0.16 -3.57
N 0.01 -2.45 -3.69
N 1.84 -1.43 -3.85
H -0.97 -2.34 -3.49
H 0.36 -3.44 -3.66
H 2.18 -0.49 -3.88
H 2.34 -2.15 -4.37
C -2.23 4.01 2.08
O -1.82 2.75 1.63
H -3.21 3.89 2.70
H -2.35 4.84 1.40
H -1.55 4.25 2.82
H -2.40 2.02 1.97
C 2.73 2.57 -2.53
O 2.53 1.21 -2.74
H 2.83 2.69 -1.42
H 1.81 3.10 -2.80
H 3.59 2.88 -3.12
H 3.00 0.74 -2.06
C 0.23 -0.53 -0.21
O 0.05 0.48 0.73
H 0.42 -1.34 0.48
H 1.00 -0.42 -1.00
H -0.68 -0.80 -0.80
H -0.32 0.05 1.49
*
```

## Properties
**Lowest unoccupied orbital energy**: 0.0022 Eh



(3)
C16H60N10O14 | ωB97M-V/def2-TZVPD

ORCA input file:
```
! RIJCOSX wB97M-V def2-TZVPD def2/J DEFGRID3
* xyz 0 1
C -0.18 -0.01 0.68
C 0.96 -0.54 -0.10
O 1.76 0.52 -0.64
H 0.14 0.52 1.59
H -0.83 -0.80 0.96
H -0.81 0.61 0.12
H 0.58 -1.06 -0.98
H 1.56 -1.27 0.48
H 2.64 0.20 -0.75
C -2.19 2.27 2.47
C -3.56 2.47 1.92
O -3.50 1.81 0.60
H -1.95 1.27 2.52
H -2.00 2.66 3.44
H -1.54 2.69 1.80
H -3.87 3.51 1.77
H -4.30 1.95 2.56
H -4.39 1.58 0.34
C -0.09 -3.80 1.20
O -1.19 -4.18 1.99
N 1.19 -3.87 1.57
N -0.15 -3.45 -0.04
H 1.31 -4.03 2.54
H 2.07 -3.76 0.93
H -1.05 -3.29 -0.56
H 0.61 -3.30 -0.72
C 0.88 3.51 1.19
O 0.88 2.89 2.40
N 0.43 4.76 1.09
N 1.16 2.97 0.02
H 0.32 5.39 1.92
H 0.78 5.35 0.31
H 1.41 1.95 0.00
H 0.80 3.30 -0.86
C -2.58 4.76 -0.89
O -2.37 6.12 -1.16
N -1.74 4.07 -0.24
N -3.58 4.08 -1.23
H -1.00 4.51 0.39
H -2.06 3.11 -0.01
H -4.38 4.59 -1.65
H -3.66 3.10 -1.05
C -2.80 -2.11 -1.99
O -2.78 -0.81 -1.41
N -2.52 -3.18 -1.24
N -3.17 -2.49 -3.19
H -2.76 -2.94 -0.24
H -2.93 -4.04 -1.63
H -3.39 -1.76 -3.91
H -2.74 -3.27 -3.71
C -0.68 1.22 -3.61
O -1.89 1.15 -4.25
N 0.32 1.84 -4.15
N -0.56 0.82 -2.39
H 0.35 1.91 -5.16
H 1.29 1.74 -3.82
H -1.32 0.39 -1.88
H 0.26 0.79 -1.82
C -4.26 -0.85 1.83
O -3.39 -1.70 1.02
H -4.90 -0.22 1.14
H -3.74 -0.13 2.41
H -4.93 -1.41 2.50
H -3.14 -1.16 0.26
C 4.27 1.08 1.17
O 4.33 1.35 -0.22
H 4.88 0.21 1.44
H 3.30 0.87 1.46
H 4.68 1.88 1.69
H 3.86 2.18 -0.37
C 2.24 -0.91 3.54
O 2.44 -1.04 4.93
H 1.69 -0.03 3.26
H 1.63 -1.65 3.10
H 3.11 -0.88 2.99
H 2.85 -0.24 5.13
C -1.31 -1.24 4.13
O -1.14 -2.61 4.29
H -1.15 -0.99 3.08
H -0.72 -0.58 4.78
H -2.41 -0.91 4.30
H -1.44 -3.03 3.50
C 3.34 -0.25 -4.15
O 4.38 0.68 -4.18
H 3.27 -0.68 -3.10
H 3.61 -1.10 -4.74
H 2.40 0.25 -4.37
H 4.10 1.51 -3.83
C 4.03 -2.18 0.32
O 3.54 -3.42 0.00
H 3.40 -1.77 1.09
H 3.69 -1.43 -0.48
H 5.07 -2.02 0.57
H 4.01 -3.74 -0.78
C 1.04 -2.44 -3.40
O 1.57 -3.04 -2.25
H 0.10 -2.93 -3.65
H 1.66 -2.62 -4.24
H 0.75 -1.41 -3.21
H 2.09 -3.83 -2.47
*
```

## Properties
**Lowest unoccupied orbital energy**: -0.0180 Eh



(4)
C16H6Cl5NO3Tc | ωB97M-V/def2-TZVPD

ORCA input file:
```
! RIJCOSX wB97M-V def2-TZVPD def2/J DEFGRID3
* xyz 2 4
Tc -2.34 0.37 -0.05
O -2.95 4.19 0.60
C -2.44 3.17 0.31
O -3.12 1.94 0.47
C -1.06 2.94 -0.21
C -0.14 3.97 -0.32
C 1.11 3.65 -0.78
C 1.42 2.32 -1.15
C 2.70 1.96 -1.65
C 2.95 0.68 -2.03
C 1.93 -0.30 -1.94
C 0.69 0.01 -1.46
C 0.42 1.33 -1.04
N -0.81 1.67 -0.55
H -0.43 4.97 -0.04
H 1.88 4.41 -0.86
H 3.46 2.73 -1.73
H 3.92 0.41 -2.41
H 2.14 -1.31 -2.28
H -0.08 -0.75 -1.44
Cl -0.26 -6.19 1.77
C -0.52 -4.55 1.66
C -1.32 -4.05 0.56
Cl -1.99 -5.11 -0.57
C -1.53 -2.70 0.49
Cl -2.51 -1.99 -0.78
C -1.01 -1.79 1.43
O -1.22 -0.53 1.33
C -0.22 -2.31 2.52
Cl 0.38 -1.19 3.63
C 0.01 -3.67 2.62
Cl 0.94 -4.28 3.90
*
```

## Properties
**⟨S²⟩**: 3.782
**Lowest unoccupied orbital energy (spin up / spin down)**: -0.2964 / -0.3749 Eh



(5)
C16H6Cl5NO3Tc | ωB97M-V/def2-TZVPD

ORCA input file:
```
! RIJCOSX wB97M-V def2-TZVPD def2/J DEFGRID3
* xyz 2 4
Tc -0.07 -0.04 -0.17
O 0.28 -3.45 -2.15
C 0.54 -2.44 -1.62
O -0.40 -1.74 -0.81
C 1.83 -1.68 -1.64
C 2.95 -2.15 -2.29
C 4.09 -1.38 -2.25
C 4.09 -0.15 -1.57
C 5.25 0.67 -1.50
C 5.22 1.85 -0.83
C 4.03 2.28 -0.20
C 2.90 1.51 -0.24
C 2.91 0.28 -0.92
N 1.79 -0.52 -0.99
H 2.90 -3.10 -2.80
H 4.99 -1.71 -2.74
H 6.15 0.33 -1.99
H 6.10 2.47 -0.79
H 4.01 3.22 0.33
H 1.99 1.86 0.24
Cl -2.68 4.55 4.51
C -2.11 3.76 3.15
C -1.45 2.49 3.33
Cl -1.24 1.79 4.85
C -1.01 1.87 2.21
Cl -0.19 0.31 2.27
C -1.14 2.43 0.92
O -0.64 1.79 -0.10
C -1.80 3.68 0.75
Cl -1.96 4.29 -0.81
C -2.27 4.34 1.87
Cl -3.06 5.83 1.70
*
```

## Properties
**⟨S²⟩**: 3.782
**Lowest unoccupied orbital energy (spin up / spin down)**: -0.3083 / -0.3909 Eh



(6)
C16H7BrF5N2O4V | ωB97M-V/def2-TZVPD

ORCA input file:
```
! RIJCOSX wB97M-V def2-TZVPD def2/J DEFGRID3
* xyz 0 3
V 0.16 0.14 -0.15
Br 0.98 1.99 2.67
C 0.01 0.40 2.92
C -0.33 -0.05 4.18
C -1.02 -1.25 4.27
C -1.35 -1.95 3.12
C -0.99 -1.41 1.90
N -0.30 -0.26 1.82
C -1.28 -2.09 0.58
O -1.84 -3.15 0.56
O -0.83 -1.43 -0.47
H -0.06 0.52 5.06
H -1.30 -1.64 5.24
H -1.88 -2.89 3.13
O 0.84 2.89 -1.70
C -0.31 2.83 -1.34
N -0.82 1.82 -0.53
C -2.17 2.02 -0.27
O -2.85 1.28 0.41
C -2.57 3.27 -0.98
C -3.79 3.92 -1.06
C -3.84 5.09 -1.81
C -2.71 5.58 -2.45
C -1.49 4.93 -2.37
C -1.44 3.77 -1.62
H -4.66 3.52 -0.55
H -4.78 5.62 -1.89
H -2.80 6.50 -3.03
H -0.61 5.31 -2.87
F 2.26 -0.11 -1.80
C 2.24 -0.04 -0.42
F 3.00 1.02 -0.06
C 2.92 -1.30 0.10
F 4.20 -1.43 -0.27
F 2.89 -1.30 1.45
F 2.26 -2.39 -0.32
*
```

## Properties
**⟨S²⟩**: 2.021
**Lowest unoccupied orbital energy (spin up / spin down)**: -0.0416 / -0.0413 Eh



(7)
C16H8Cl3N4O6S2Ti | ωB97M-V/def2-TZVPD

ORCA input file:
```
! RIJCOSX wB97M-V def2-TZVPD def2/J DEFGRID3
* xyz -2 2
Ti -0.32 0.00 -0.55
C -2.35 -0.81 0.36
C -1.76 0.05 1.31
C -1.82 1.36 0.80
C -2.48 1.31 -0.44
C -2.81 -0.03 -0.72
H -2.45 -1.88 0.46
H -1.32 -0.23 2.26
H -1.39 2.24 1.26
H -2.63 2.15 -1.11
H -3.28 -0.40 -1.62
S 1.00 -0.06 3.42
C 2.55 -0.15 2.66
C 3.61 -0.67 3.50
N 4.44 -1.06 4.20
C 2.88 0.14 1.37
S 1.91 0.89 0.11
C 4.23 -0.09 0.95
N 5.32 -0.26 0.61
O 1.42 -5.52 -1.52
C 1.55 -5.29 -0.22
O 1.94 -6.14 0.55
C 1.18 -3.93 0.25
C 1.26 -3.50 1.57
N 0.80 -2.24 1.61
N 0.44 -1.83 0.40
C 0.66 -2.82 -0.44
C 0.28 -2.53 -1.86
O 0.44 -3.40 -2.72
O -0.21 -1.36 -2.03
H 1.06 -4.73 -2.01
H 1.62 -4.00 2.45
H 0.80 -1.55 2.39
Cl 1.73 0.68 -3.95
C 0.33 1.75 -4.08
Cl -1.12 0.78 -4.46
Cl 0.60 2.89 -5.42
C 0.09 2.49 -2.70
O 0.06 3.71 -2.71
O -0.09 1.69 -1.75
*
```

## Properties
**⟨S²⟩**: 0.754
**Lowest unoccupied orbital energy (spin up / spin down)**: 0.1576 / 0.1577 Eh



(8)
C16H8Cl3N4O6S2Ti | ωB97M-V/def2-TZVPD

ORCA input file:
```
! RIJCOSX wB97M-V def2-TZVPD def2/J DEFGRID3
* xyz -2 2
Ti -0.47 -0.32 -1.02
C 2.39 -0.64 2.09
C 1.65 -0.55 0.85
C 1.37 0.98 0.64
C 1.74 1.57 1.83
C 2.36 0.60 2.68
H 2.74 -1.55 2.56
H 3.67 -0.82 -0.92
H 2.25 0.23 -3.12
H 1.60 2.62 2.07
H 2.75 0.78 3.67
S -2.70 0.13 -2.00
C -2.59 1.70 -2.74
C -3.81 2.22 -3.30
N -4.78 2.64 -3.76
C -1.46 2.44 -2.79
S 0.06 1.93 -2.08
C -1.48 3.74 -3.39
N -1.49 4.81 -3.84
O -3.82 2.42 4.17
C -3.26 1.26 3.69
O -3.46 0.25 4.28
C -2.45 1.42 2.46
C -2.23 2.60 1.77
N -1.47 2.31 0.71
N -1.19 1.02 0.67
C -1.76 0.44 1.70
C -1.57 -1.08 1.67
O -1.65 -1.77 2.66
O -1.32 -1.45 0.46
H -3.61 3.16 3.58
H -2.54 3.62 1.95
H -1.08 2.88 -0.04
Cl 2.74 0.36 -4.31
C 2.25 -2.22 -1.50
Cl 3.51 -3.35 -1.13
Cl 2.32 -0.73 -0.70
C 1.07 -2.57 -2.26
O 1.03 -3.66 -2.81
O 0.03 -1.74 -2.21
*
```

## Properties
**⟨S²⟩**: 0.755
**Lowest unoccupied orbital energy (spin up / spin down)**: 0.1474 / 0.1473 Eh